No. 1
{
  "formula": "C6H12ClN",
  "method": "the ωB97M-V functional and the def2-TZVPD basis",
  "lumo_ev": 0.99,
  "multiplicity": 1,
  "e_above_lowest_kcal_mol": 57.5,
  "gap_ev": 10.19,
  "smiles": "CC(C)NC1(Cl)CC1",
  "symbols": ["C", "C", "C", "N", "C", "Cl", "C", "C", "H", "H", "H", "H", "H", "H", "H", "H", "H", "H", "H", "H"],
  "xyz": [[-1.795, -0.246, -0.431], [-0.517, 0.225, -1.128], [-0.268, -0.332, -2.551], [0.671, -0.239, -0.333], [0.873, 0.332, 0.895], [1.208, 2.189, 0.786], [1.686, -0.130, 2.101], [0.205, 0.148, 2.211], [-1.857, -1.316, -0.251], [-1.727, 0.064, 0.611], [-2.623, 0.098, -1.104], [-0.576, 1.461, -1.032], [0.235, -1.324, -2.443], [0.354, 0.445, -3.066], [-1.234, -0.483, -2.861], [1.363, -0.539, -0.993], [2.487, 0.487, 2.568], [2.076, -1.168, 1.981], [-0.421, -0.721, 2.193], [-0.142, 1.050, 2.846]]
}


No. 2
{
  "formula": "CFO5S",
  "method": "the ωB97M-V functional and the def2-TZVPD basis",
  "lumo_ev": 3.57,
  "charge": -1,
  "multiplicity": 1,
  "e_above_lowest_kcal_mol": 10.1,
  "gap_ev": 9.91,
  "symbols": ["C", "O", "O", "O", "O", "O", "F", "S"],
  "xyz": [[0.866, -1.281, 0.653], [1.672, -0.345, 0.607], [0.777, -2.423, 0.825], [-0.813, 1.917, -1.814], [-0.474, 2.212, 0.483], [-0.437, -0.501, 0.218], [-1.637, -1.177, -0.284], [0.046, 1.599, -0.687]]
}


No. 3
{
  "formula": "C2H6N4O",
  "method": "the ωB97M-V functional and the def2-TZVPD basis",
  "lumo_ev": [-0.01, -0.01],
  "multiplicity": 1,
  "e_above_lowest_kcal_mol": 101.2,
  "gap_ev": [7.55, 7.55],
  "smiles": "NN/C=C(/N)N=O",
  "symbols": ["N", "N", "C", "C", "N", "N", "O", "H", "H", "H", "H", "H", "H"],
  "xyz": [[-0.201, -1.509, 1.522], [0.514, -1.299, 0.347], [0.579, -0.126, -0.292], [-0.236, 0.973, -0.061], [-0.099, 2.146, -0.800], [-1.116, 0.906, 0.961], [-1.908, 1.877, 1.130], [-0.747, -0.642, 1.695], [-0.828, -2.305, 1.414], [1.222, -1.999, 0.163], [1.311, -0.071, -1.084], [0.076, 2.046, -1.787], [-0.877, 2.764, -0.588]]
}


No. 4
{
  "formula": "C8H13N4",
  "method": "the ωB97M-V functional and the def2-TZVPD basis",
  "lumo_ev": [-4.37, -4.37],
  "charge": 1,
  "multiplicity": 1,
  "e_above_lowest_kcal_mol": 126.3,
  "gap_ev": [8.06, 8.06],
  "symbols": ["C", "C", "C", "C", "C", "C", "C", "C", "N", "N", "N", "N", "H", "H", "H", "H", "H", "H", "H", "H", "H", "H", "H", "H", "H"],
  "xyz": [[-2.396, 0.106, -0.129], [-0.123, 0.430, 0.975], [-2.355, -1.326, -0.125], [-0.942, -1.919, -0.421], [1.894, 0.948, -0.741], [1.123, 2.142, -0.165], [0.126, -1.840, 0.697], [2.064, -0.171, 0.299], [-2.292, 1.297, -0.223], [-1.327, 2.169, 0.025], [-0.071, 1.656, 0.538], [0.742, -0.520, 0.803], [-2.710, -1.683, 0.849], [-3.039, -1.712, -0.889], [-1.106, -2.977, -0.633], [-0.542, -1.460, -1.326], [1.355, 0.555, -1.604], [2.873, 1.287, -1.074], [1.736, 2.679, 0.565], [0.824, 2.831, -0.955], [-0.320, -2.105, 1.659], [0.911, -2.563, 0.471], [2.532, -1.049, -0.147], [2.687, 0.174, 1.131], [-1.645, 3.050, 0.419]]
}


No. 5
{
  "formula": "C6H11N2S",
  "method": "the ωB97M-V functional and the def2-TZVPD basis",
  "lumo_ev": [-6.07, -5.24],
  "charge": 1,
  "multiplicity": 1,
  "e_above_lowest_kcal_mol": 150.7,
  "gap_ev": [5.81, 7.70],
  "symbols": ["C", "C", "C", "C", "C", "C", "N", "N", "S", "H", "H", "H", "H", "H", "H", "H", "H", "H", "H", "H"],
  "xyz": [[1.403, 0.778, 0.832], [1.816, 1.252, -0.450], [1.211, 1.115, -1.590], [-1.354, 0.787, 1.224], [3.080, 2.019, -0.571], [0.593, 0.890, -2.683], [-2.434, 0.178, 1.298], [-2.391, -2.395, 0.818], [0.117, -0.202, 1.227], [2.167, 1.110, 1.579], [3.430, 2.181, 0.421], [3.673, 1.360, -1.261], [2.813, 2.889, -1.146], [-0.042, 1.644, -3.195], [0.790, 0.109, -3.380], [-2.597, -0.877, 1.325], [-3.134, 0.662, 1.909], [-3.057, -2.462, 0.097], [-2.784, -3.136, 1.377], [-1.510, -2.548, 0.462]]
}


No. 6
{
  "formula": "C3H11NS2",
  "method": "the ωB97M-V functional and the def2-TZVPD basis",
  "lumo_ev": [-4.40, -8.18],
  "charge": 1,
  "multiplicity": 2,
  "e_above_lowest_kcal_mol": 1.1,
  "gap_ev": [8.91, 4.55],
  "symbols": ["C", "S", "S", "H", "H", "H", "H", "C", "C", "N", "H", "H", "H", "H", "H", "H", "H"],
  "xyz": [[-1.896, 0.314, 0.480], [-1.066, -1.172, -0.091], [-0.952, -0.833, -2.093], [-1.255, 0.780, 1.217], [-2.810, -0.025, 0.954], [-2.156, 0.914, -0.387], [-0.316, 0.341, -1.923], [3.205, 0.928, 1.185], [1.745, 0.475, 1.360], [0.877, 1.619, 1.168], [3.322, 1.877, 1.715], [3.990, 0.262, 1.531], [3.411, 1.175, 0.137], [1.487, -0.266, 0.586], [1.632, 0.118, 2.382], [1.173, 2.205, 0.404], [0.516, 2.073, 1.989]]
}


No. 7
{
  "formula": "C35H88O16",
  "method": "the ωB97M-V functional and the def2-TZVPD basis",
  "lumo_ev": -0.11,
  "multiplicity": 1,
  "gap_ev": 9.23,
  "symbols": ["C", "C", "C", "O", "C", "H", "H", "H", "H", "H", "H", "H", "H", "C", "C", "C", "O", "C", "H", "H", "H", "H", "H", "H", "H", "H", "C", "C", "C", "O", "C", "H", "H", "H", "H", "H", "H", "H", "H", "C", "C", "C", "O", "C", "H", "H", "H", "H", "H", "H", "H", "H", "C", "C", "C", "O", "C", "H", "H", "H", "H", "H", "H", "H", "H", "C", "O", "H", "H", "H", "H", "C", "O", "H", "H", "H", "H", "C", "O", "H", "H", "H", "H", "C", "O", "H", "H", "H", "H", "C", "O", "H", "H", "H", "H", "C", "O", "H", "H", "H", "H", "C", "O", "H", "H", "H", "H", "C", "O", "C", "C", "O", "C", "H", "H", "H", "H", "H", "H", "H", "H", "H", "H", "C", "O", "C", "C", "O", "C", "H", "H", "H", "H", "H", "H", "H", "H", "H", "H"],
  "xyz": [[2.537, -0.504, -7.001], [2.463, -1.946, -7.470], [3.934, -2.436, -7.546], [4.749, -1.262, -7.392], [4.026, -0.356, -6.582], [1.910, -0.298, -6.134], [2.311, 0.201, -7.802], [1.937, -2.053, -8.419], [2.001, -2.593, -6.725], [4.132, -3.046, -8.428], [4.191, -3.112, -6.731], [4.358, 0.668, -6.756], [4.235, -0.639, -5.551], [-4.164, 0.670, 5.559], [-4.582, -0.700, 5.106], [-4.832, -0.410, 3.623], [-5.520, 0.858, 3.665], [-5.189, 1.592, 4.883], [-3.158, 0.938, 5.238], [-4.276, 0.860, 6.626], [-5.522, -1.058, 5.525], [-3.881, -1.528, 5.204], [-5.460, -1.163, 3.148], [-3.953, -0.310, 2.986], [-6.124, 1.740, 5.424], [-4.654, 2.508, 4.632], [0.583, 4.494, 4.366], [0.822, 4.444, 5.856], [2.263, 4.088, 5.998], [2.903, 4.620, 4.841], [1.895, 5.030, 3.893], [-0.268, 5.136, 4.140], [0.375, 3.495, 3.981], [0.163, 3.775, 6.410], [0.594, 5.385, 6.356], [2.371, 3.005, 6.040], [2.648, 4.617, 6.870], [2.085, 4.784, 2.848], [1.915, 6.115, 4.001], [-2.158, 1.987, -1.377], [-0.972, 1.881, -0.447], [-0.216, 0.745, -0.973], [-1.235, -0.061, -1.625], [-2.531, 0.538, -1.681], [-1.907, 2.456, -2.328], [-3.049, 2.510, -1.029], [-1.152, 1.724, 0.616], [-0.378, 2.795, -0.460], [0.180, 0.278, -0.071], [0.520, 1.078, -1.704], [-3.139, 0.142, -0.867], [-3.047, 0.476, -2.639], [2.898, -6.802, -1.713], [1.805, -5.868, -2.081], [2.371, -4.482, -1.680], [3.757, -4.730, -1.892], [4.153, -6.056, -2.151], [2.845, -7.752, -2.243], [2.877, -7.062, -0.655], [0.890, -5.972, -1.497], [1.583, -5.953, -3.145], [2.146, -4.360, -0.620], [1.977, -3.670, -2.291], [5.106, -6.400, -1.747], [4.293, -6.108, -3.231], [-7.846, 0.841, -1.393], [-7.529, 0.034, -2.562], [-8.236, 1.847, -1.550], [-8.488, 0.320, -0.682], [-6.913, 1.065, -0.877], [-7.060, 0.599, -3.180], [-0.135, 8.068, 0.192], [-0.155, 6.822, -0.403], [-0.943, 8.710, -0.160], [-0.302, 7.879, 1.253], [0.832, 8.564, 0.114], [0.751, 6.533, -0.536], [-5.825, 5.653, 1.165], [-6.728, 6.639, 1.638], [-5.106, 5.445, 1.957], [-6.462, 4.794, 0.955], [-5.270, 5.956, 0.277], [-7.433, 6.269, 2.174], [-0.210, 4.508, -7.204], [-0.517, 5.864, -7.223], [-0.431, 4.032, -8.159], [0.841, 4.247, -7.074], [-0.761, 4.021, -6.399], [-1.054, 6.035, -6.446], [3.609, 3.798, -3.323], [3.269, 4.498, -2.178], [4.174, 4.413, -4.025], [4.181, 2.902, -3.083], [2.723, 3.539, -3.902], [4.095, 4.534, -1.690], [-4.122, -4.603, -1.662], [-2.968, -4.353, -2.460], [-4.935, -5.092, -2.198], [-3.898, -5.227, -0.796], [-4.549, -3.660, -1.321], [-2.556, -3.504, -2.286], [-5.162, 1.915, -7.202], [-6.055, 2.117, -6.099], [-5.702, 1.872, -8.148], [-4.429, 2.722, -7.199], [-4.582, 1.043, -6.899], [-6.517, 2.952, -6.205], [8.238, -1.693, 6.479], [7.461, -1.718, 5.292], [7.139, -0.390, 4.819], [5.955, -0.326, 3.792], [6.567, -0.686, 2.588], [5.685, -1.116, 1.593], [8.314, -2.728, 6.810], [7.703, -1.195, 7.288], [9.221, -1.236, 6.360], [8.080, 0.100, 4.569], [6.695, 0.209, 5.615], [5.618, 0.708, 3.721], [5.126, -0.894, 4.214], [5.022, -0.273, 1.399], [5.074, -1.950, 1.937], [6.349, -1.421, 0.784], [0.202, -3.883, 3.663], [0.108, -5.163, 3.027], [-1.213, -5.571, 2.707], [-1.398, -7.101, 2.464], [-1.119, -8.006, 3.493], [0.191, -7.946, 3.949], [-0.213, -3.967, 4.668], [-0.273, -3.015, 3.206], [1.253, -3.604, 3.732], [-1.280, -5.025, 1.766], [-1.953, -5.313, 3.465], [-0.859, -7.374, 1.557], [-2.436, -7.328, 2.219], [0.409, -8.772, 4.626], [0.297, -7.086, 4.610], [1.000, -7.793, 3.234]]
}


No. 8
{
  "formula": "C26H53IN3O6",
  "method": "the ωB97M-V functional and the def2-TZVPD basis",
  "lumo_ev": -3.80,
  "charge": 1,
  "multiplicity": 1,
  "gap_ev": 7.46,
  "symbols": ["N", "C", "O", "C", "C", "C", "N", "C", "N", "C", "C", "C", "C", "C", "O", "I", "H", "H", "H", "H", "H", "H", "H", "H", "H", "H", "H", "H", "H", "C", "C", "O", "C", "C", "H", "H", "H", "H", "H", "H", "H", "H", "H", "H", "C", "C", "O", "C", "C", "H", "H", "H", "H", "H", "H", "H", "H", "H", "H", "C", "C", "O", "C", "C", "H", "H", "H", "H", "H", "H", "H", "H", "H", "H", "C", "C", "O", "C", "C", "H", "H", "H", "H", "H", "H", "H", "H", "H", "H"],
  "xyz": [[-2.202, 1.435, 0.068], [-3.142, 0.410, 0.021], [-3.756, 0.064, 1.008], [-3.441, -0.278, -1.312], [-2.205, -0.695, -2.113], [-1.649, -2.025, -1.659], [-2.004, -2.431, -0.400], [-1.590, -3.570, 0.193], [-2.066, -3.862, 1.437], [-0.730, -4.401, -0.523], [-0.334, -4.014, -1.780], [-0.786, -2.818, -2.374], [-0.253, -2.382, -3.716], [1.233, -2.098, -3.498], [1.537, -1.248, -2.721], [2.690, -3.290, -4.485], [-1.368, 1.249, 0.614], [-1.929, 1.785, -0.841], [-4.034, -1.163, -1.092], [-4.067, 0.401, -1.891], [-2.465, -0.778, -3.168], [-1.418, 0.057, -2.049], [-2.642, -1.844, 0.132], [-1.378, -4.305, 2.032], [-2.470, -3.073, 1.928], [-0.388, -5.329, -0.091], [0.352, -4.638, -2.342], [-0.654, -1.408, -3.987], [-0.458, -3.109, -4.498], [0.871, 3.235, 3.604], [-0.003, 2.292, 2.799], [0.354, 2.209, 1.423], [1.664, 1.741, 1.151], [1.919, 0.322, 1.634], [0.899, 4.220, 3.138], [0.473, 3.337, 4.613], [1.897, 2.873, 3.691], [-1.033, 2.648, 2.798], [-0.009, 1.295, 3.255], [2.420, 2.421, 1.554], [1.760, 1.772, 0.065], [1.911, 0.251, 2.722], [2.894, -0.021, 1.288], [1.152, -0.356, 1.247], [5.247, 2.641, 0.831], [5.378, 3.297, 2.196], [6.363, 2.715, 3.023], [7.693, 2.767, 2.532], [8.220, 4.175, 2.320], [5.100, 1.565, 0.940], [4.394, 3.063, 0.296], [6.132, 2.796, 0.212], [4.445, 3.182, 2.751], [5.547, 4.374, 2.085], [7.786, 2.181, 1.610], [8.289, 2.259, 3.289], [7.698, 4.694, 1.514], [9.277, 4.139, 2.057], [8.106, 4.765, 3.230], [-6.155, -3.187, 0.776], [-5.425, -4.480, 1.111], [-5.558, -4.893, 2.454], [-6.883, -5.171, 2.890], [-7.561, -6.291, 2.123], [-5.874, -2.392, 1.470], [-5.908, -2.869, -0.240], [-7.238, -3.302, 0.824], [-4.350, -4.341, 0.990], [-5.731, -5.277, 0.421], [-7.493, -4.262, 2.863], [-6.778, -5.449, 3.937], [-7.755, -6.022, 1.083], [-8.520, -6.526, 2.584], [-6.942, -7.189, 2.129], [3.152, 4.088, -3.788], [1.678, 4.434, -3.897], [0.895, 3.435, -4.535], [0.881, 2.177, -3.905], [0.311, 2.184, -2.496], [3.557, 3.830, -4.767], [3.704, 4.943, -3.398], [3.331, 3.246, -3.117], [1.549, 5.322, -4.514], [1.266, 4.672, -2.910], [1.880, 1.726, -3.909], [0.250, 1.545, -4.536], [0.937, 2.743, -1.801], [0.233, 1.164, -2.112], [-0.678, 2.651, -2.487]]
}